1.
The following is a DFT calculation (wB97M-V/def2-TZVPD) of a cluster of 10 separate species, C51H126N10O3 in total.

The geometry in XYZ format:
```
190
Properties=species:S:1:pos:R:3:forces:R:3
C -5.800 3.064 -0.648 -0.3372 -0.6608 -0.2454
C -5.088 4.287 -1.177 -1.0355 1.1862 0.8153
N -3.989 4.673 -0.297 0.8006 -0.2071 -0.1837
C -4.432 5.469 0.858 1.4912 0.7167 -0.9287
C -3.284 5.718 1.851 -0.6900 -0.8272 0.5488
C -2.907 5.313 -1.042 0.7211 0.0252 -0.2365
C -3.210 6.596 -1.838 -0.5117 0.0126 0.4189
H -6.634 2.774 -1.294 0.1151 0.0342 -0.0932
H -6.240 3.201 0.340 0.1638 0.2507 0.0669
H -5.123 2.210 -0.571 0.0647 0.0282 -0.1045
H -4.836 4.235 -2.236 0.5813 -0.4865 0.1611
H -5.802 5.135 -1.163 -0.2049 -0.1624 -0.1226
H -4.716 6.453 0.459 -0.6457 0.0541 0.3336
H -5.259 4.987 1.369 -0.1076 -0.0382 -0.0968
H -2.438 6.317 1.525 -0.2149 0.1507 -0.3145
H -3.720 6.182 2.738 0.1541 0.1237 0.0265
H -2.899 4.745 2.167 0.1150 0.0336 0.0316
H -2.520 4.585 -1.758 -0.1152 -0.1692 0.0544
H -2.050 5.526 -0.402 -0.2017 -0.2120 0.3423
H -4.068 7.114 -1.399 -0.1609 -0.0713 -0.3242
H -3.399 6.323 -2.874 -0.2019 0.3773 -0.0586
H -2.411 7.335 -1.784 0.2549 -0.2313 -0.1482
C 2.462 -3.707 4.713 -0.2770 -0.1422 -0.5209
C 1.698 -5.035 4.808 -0.1061 -0.2114 -0.0630
N 1.794 -5.916 3.632 0.3922 0.0912 -0.5700
C 3.193 -6.284 3.364 -0.2640 -0.5125 0.5587
C 3.323 -7.657 2.743 0.1253 -0.5460 -0.1349
C 1.251 -5.283 2.421 0.0233 0.6069 0.0527
C -0.255 -5.069 2.462 0.7849 -0.6705 -0.4677
H 3.418 -3.842 4.211 0.1921 -0.1149 0.3211
H 2.618 -3.246 5.687 -0.0076 -0.0295 0.0195
H 1.935 -2.998 4.071 -0.1330 0.0529 0.1632
H 2.043 -5.619 5.662 0.1649 0.0031 -0.0110
H 0.638 -4.868 5.002 -0.0102 0.1534 -0.0025
H 3.676 -5.535 2.725 0.2153 0.0569 0.1146
H 3.711 -6.355 4.324 0.0838 0.4018 -0.0192
H 2.887 -7.692 1.743 0.0256 -0.1498 0.0243
H 4.367 -7.980 2.694 0.0915 0.3533 -0.3039
H 2.873 -8.431 3.367 -0.3999 0.2369 -0.0370
H 1.528 -5.800 1.501 0.1160 -0.5205 0.3317
H 1.723 -4.294 2.312 0.0427 0.1000 -0.1825
H -0.597 -4.839 1.452 -0.0717 0.5168 0.1362
H -0.416 -4.258 3.163 -0.8160 -0.1761 0.0046
H -0.737 -6.022 2.686 -0.1613 0.2257 0.5773
C -3.129 -2.483 -2.921 -0.3992 0.4547 -0.0405
C -4.659 -2.607 -2.866 0.6028 -0.3388 0.4464
N -5.159 -2.654 -1.479 0.3555 0.7621 -0.9145
C -4.541 -3.730 -0.686 -0.3242 0.4173 -0.7872
C -4.931 -5.146 -1.132 -0.5681 0.3850 0.2172
C -6.620 -2.633 -1.521 0.3690 -1.0755 0.3973
C -7.197 -2.349 -0.127 -1.6538 -0.9290 -1.4224
H -2.779 -2.144 -3.898 -0.1262 -0.2476 -0.1409
H -2.623 -3.410 -2.656 0.0725 -0.0112 -0.0722
H -2.823 -1.694 -2.232 -0.0013 -0.1596 0.1420
H -5.113 -1.762 -3.382 -0.0260 0.1697 0.1751
H -4.985 -3.498 -3.419 0.0220 -0.0840 -0.1551
H -3.471 -3.537 -0.757 0.0911 -0.3182 0.0341
H -4.783 -3.563 0.361 -0.1187 -0.1737 0.1173
H -4.352 -5.887 -0.585 -0.0666 -0.1603 -0.1356
H -5.999 -5.283 -0.943 0.0975 -0.2084 0.4423
H -4.891 -5.312 -2.210 0.6512 0.0727 -0.0018
H -6.934 -3.580 -1.997 -0.4858 -0.0806 0.4691
H -6.966 -1.899 -2.250 0.2288 0.3990 0.2212
H -8.226 -2.696 -0.058 -0.1836 0.0768 -0.0442
H -7.056 -1.281 0.052 -2.2878 -1.2751 -0.7023
H -6.616 -2.776 0.687 -0.9011 -1.2876 -0.8175
C 0.265 -1.920 0.195 0.5823 0.3806 0.1409
C -0.258 -1.165 -1.017 1.0508 -0.1808 -0.6177
N 0.429 0.120 -1.271 -0.4535 0.1559 0.8338
C -0.134 1.152 -0.409 -0.0500 1.6585 0.7109
C -0.947 2.186 -1.190 -0.8761 -0.1766 0.7016
C 1.890 0.124 -1.165 -0.9921 0.0180 -0.7164
C 2.470 1.362 -1.805 0.5934 2.0186 0.2140
H 0.071 -2.991 0.196 -0.4699 0.0881 0.0289
H -0.104 -1.434 1.098 0.0254 -0.3022 0.1849
H 1.356 -1.840 0.207 -0.0048 -0.0539 0.0791
H -0.091 -1.760 -1.921 -0.2693 -0.1682 0.0143
H -1.323 -0.967 -0.905 -0.0105 0.0441 -0.1893
H 0.609 1.710 0.178 0.4737 -0.2287 -0.5728
H -0.717 0.767 0.437 -0.3780 -0.4178 -0.3916
H -1.832 1.691 -1.603 0.5560 0.3826 0.3659
H -0.361 2.672 -1.969 0.0202 -0.2809 -0.1988
H -1.392 2.992 -0.599 0.3904 -0.1200 0.5077
H 2.247 0.072 -0.129 -0.4070 -0.1655 -0.2346
H 2.304 -0.728 -1.714 -0.6617 -0.2378 0.1026
H 3.548 1.300 -1.997 -1.2229 -0.1333 0.2565
H 2.083 1.651 -2.786 0.4446 -0.3210 1.8992
H 2.364 2.266 -1.196 -0.2792 -0.0940 0.3898
C -0.817 2.456 3.523 1.3427 -0.1871 -0.2185
C 0.584 2.299 2.901 -0.2847 0.5786 0.2741
N 1.641 2.235 3.897 -0.2958 -0.6179 0.4110
C 3.005 2.265 3.331 -1.2201 0.3498 0.1078
C 3.487 3.711 3.365 1.0037 -0.2683 -0.9819
C 1.440 1.159 4.875 1.0408 -0.1708 0.1293
C 1.592 -0.265 4.305 -0.7674 0.6070 -0.9298
H -1.173 1.512 3.936 -0.2084 0.2384 0.0334
H -1.497 2.830 2.759 0.7231 -0.0191 0.1580
H -0.729 3.213 4.302 -0.1860 -0.0433 0.1264
H 0.658 1.450 2.207 -0.2520 0.0520 -0.0359
H 0.671 3.233 2.335 0.6062 -0.1869 -0.2659
H 3.638 1.547 3.853 0.2194 0.3776 0.2957
H 3.006 1.877 2.303 -0.1126 0.2238 -0.0773
H 4.309 3.786 2.639 0.1630 0.1976 0.2580
H 2.738 4.413 3.001 -0.2809 -0.1845 0.1222
H 3.850 4.057 4.330 -0.1312 -0.1812 0.1336
H 0.524 1.316 5.440 -0.1515 -0.0553 -0.1621
H 2.263 1.303 5.581 -0.1507 -0.0679 0.2675
H 0.854 -0.441 3.511 -0.0675 0.1162 -0.0334
H 1.438 -1.102 4.979 0.3638 0.2523 0.4320
H 2.557 -0.294 3.795 0.1246 -0.4557 0.2290
C 7.769 0.910 2.132 0.0392 0.4631 0.2079
C 6.690 0.701 1.067 0.2941 0.6164 0.8652
N 5.547 -0.032 1.600 -0.3134 -0.6605 -1.0916
C 4.404 0.061 0.663 -0.2458 1.1734 0.3198
C 4.526 -0.545 -0.730 -0.0399 -1.4977 -0.3520
C 5.859 -1.466 1.815 0.3117 1.3471 -0.1993
C 4.784 -2.170 2.593 -0.5527 -0.5639 -0.3920
H 8.455 1.690 1.794 0.2198 -0.2500 -0.1123
H 8.332 0.018 2.406 0.0607 -0.0379 -0.2821
H 7.361 1.300 3.067 -0.3302 -0.0878 -0.1040
H 6.323 1.691 0.786 -0.1036 0.0578 0.0428
H 7.175 0.324 0.156 -0.2211 -0.5317 -0.0361
H 3.477 -0.175 1.194 0.2952 -0.9346 0.0291
H 4.162 1.122 0.509 0.6405 0.2403 0.0038
H 5.527 -0.500 -1.155 0.1237 0.4311 0.0644
H 4.272 -1.609 -0.823 0.1630 -0.1618 0.6634
H 3.794 -0.135 -1.428 1.7105 -0.0929 0.5724
H 6.815 -1.523 2.340 -0.1509 0.0035 0.1726
H 6.049 -1.910 0.830 -0.1701 -0.4247 0.0591
H 5.133 -3.199 2.704 -0.2793 0.0109 0.5150
H 3.816 -2.224 2.083 0.2150 -0.0817 -0.4679
H 4.487 -1.690 3.525 0.7257 -0.0693 0.2698
C -5.662 -0.765 0.888 2.8384 1.8239 0.3708
C -4.206 -0.358 1.170 -0.8869 0.3562 -0.0656
N -3.891 -0.389 2.574 1.1953 0.5336 1.4344
C -4.324 0.768 3.366 -0.4459 0.9756 -1.1740
C -3.895 2.154 2.813 0.0898 -0.3199 -0.2272
C -2.456 -0.616 2.798 -0.7090 -2.0355 -0.3236
C -2.195 -2.158 2.708 0.7715 1.4316 0.1960
H -5.739 -0.666 -0.200 0.5009 0.0189 0.3855
H -6.429 -0.102 1.290 0.2402 0.2955 0.4170
H -5.913 -1.779 1.191 1.5885 1.4975 0.7204
H -3.537 -1.020 0.618 -0.1090 -0.3964 0.1873
H -4.004 0.617 0.699 -0.0483 0.1231 0.1334
H -5.416 0.800 3.412 -0.0454 -0.2885 0.0413
H -3.959 0.690 4.387 0.0269 -0.3295 0.0639
H -2.816 2.322 2.845 -1.2771 -0.3313 0.3870
H -4.122 2.293 1.754 -0.4315 -0.0684 0.0521
H -4.427 2.927 3.368 0.1628 0.1508 0.0548
H -2.137 -0.358 3.807 -0.3578 0.3442 0.0255
H -1.829 -0.060 2.090 0.1167 0.0115 -0.0298
H -2.290 -2.558 1.702 -0.0021 -0.0403 -0.0461
H -2.846 -2.695 3.392 -0.1196 0.0625 0.0145
H -1.161 -2.256 3.053 -0.0019 -0.4939 -0.2033
C 1.412 1.396 -4.518 -0.6670 0.2703 -1.4028
C 1.534 0.337 -5.588 -0.5417 0.2225 0.0237
O 0.579 0.046 -6.307 0.1448 -0.1535 0.1067
N 2.728 -0.259 -5.677 0.4707 -0.3746 -0.4225
C 3.064 -1.229 -6.712 0.2413 -0.1217 0.8716
H 2.326 1.974 -4.387 0.0723 -0.2369 -0.2201
H 1.106 0.978 -3.560 -0.5592 -0.3665 -0.7823
H 0.643 2.085 -4.870 -0.1232 -0.0340 0.1352
H 3.492 0.054 -5.093 -0.1642 0.1674 0.1961
H 2.208 -1.842 -6.973 -0.1724 0.2876 -0.1974
H 3.792 -1.904 -6.256 0.1405 -0.0022 -0.2494
H 3.513 -0.737 -7.573 -0.1627 -0.1421 -0.2012
C -2.831 1.132 -7.280 0.2503 -0.1377 0.8048
C -3.059 1.395 -5.788 -0.1565 1.1465 -0.6566
O -3.908 2.217 -5.457 -0.0595 -0.4656 0.4736
N -2.196 0.813 -4.939 0.5931 -1.1323 0.2352
C -2.187 1.004 -3.490 -0.9449 -0.0051 -1.2758
H -2.882 2.115 -7.741 0.0176 -0.0729 -0.2149
H -3.625 0.502 -7.675 -0.0179 0.0007 -0.0132
H -1.856 0.671 -7.442 -0.0690 -0.0047 -0.2078
H -1.459 0.267 -5.362 0.0949 0.0467 0.0656
H -1.374 0.503 -2.969 0.4572 0.1718 -0.7818
H -3.078 0.553 -3.049 -0.3530 0.2696 0.0187
H -2.194 2.079 -3.325 -0.0113 -0.1838 0.1409
C 5.577 2.532 -2.150 0.8671 0.9119 0.0553
C 5.579 1.631 -3.356 -1.1498 -0.5376 0.7460
O 4.578 0.943 -3.567 0.9114 -0.0499 -1.0813
N 6.659 1.589 -4.144 0.8591 0.4760 -0.4756
C 7.795 2.495 -4.091 0.1276 0.4977 0.1895
H 5.314 3.546 -2.468 -0.1231 -0.0624 -0.0920
H 6.554 2.649 -1.677 0.0231 -0.2428 -0.0622
H 4.852 2.235 -1.403 0.1447 -0.1426 -0.1120
H 6.574 1.128 -5.034 -0.3976 -0.3642 0.1977
H 7.517 3.500 -3.767 -0.1908 -0.0453 -0.1284
H 8.189 2.577 -5.102 0.1271 0.0264 0.0722
H 8.598 2.187 -3.420 -0.1014 -0.3487 -0.0615
```
Positions in Å, forces in eV/Å.

total charge: 0
total energy: -2791.781601 Ha

Löwdin atomic charge list, values in e, 6 entries:
1. C -0.087
2. C -0.258
3. N -0.187
4. C -0.237
5. C -0.078
6. C -0.271

2.
The following is a DFT calculation (wB97M-V/def2-TZVPD) of a cluster of 2 separate species, C4H9NO3 in total.

The geometry in XYZ format:
```
17
Properties=species:S:1:pos:R:3:forces:R:3
O 0.993 -1.777 1.445 -0.0351 0.0515 0.5156
C 0.139 -1.192 0.901 0.0887 -0.1212 -1.0683
N 0.630 -0.692 -0.508 0.0713 0.3874 1.0435
C -0.071 -0.226 -1.478 -0.3801 -0.1965 -0.4379
O 0.331 0.068 -2.642 0.1779 0.2095 0.1791
C -1.288 -0.892 1.224 0.1462 -0.2778 -0.0736
C -1.408 0.533 1.734 0.4436 1.5376 -0.1911
H 1.648 -0.675 -0.512 0.0404 -0.2092 -0.4017
H -1.160 -0.099 -1.385 -0.0457 -0.0609 0.0480
H -1.540 -1.669 1.930 -0.3369 -0.0297 0.4400
H -1.897 -1.083 0.336 -0.0311 0.1006 0.0579
H -0.841 1.202 1.065 -0.1089 -0.1186 0.1110
H -2.391 1.002 1.780 -0.2631 -0.7291 -0.1911
H -0.976 0.719 2.714 0.1562 -0.5034 0.0996
H 2.263 2.295 -2.451 0.0302 -0.4951 -0.1737
H 2.687 0.780 -2.148 -0.0882 0.1421 -0.6735
O 2.882 1.705 -2.003 0.1346 0.3127 0.7162
```
Positions in Å, forces in eV/Å.

⟨S²⟩: 0.755
spin multiplicity: 2
total charge: +1
total energy: -437.919240 Ha

natural (NBO) atomic charge list, values in e, 6 entries:
1. O -0.405
2. C 0.758
3. N -0.589
4. C 0.461
5. O -0.046
6. C -0.526

What did the second record say?
The following is a DFT calculation (wB97M-V/def2-TZVPD) of a cluster of 2 separate species, C4H9NO3 in total.

The geometry in XYZ format:
```
17
Properties=species:S:1:pos:R:3:forces:R:3
O 0.993 -1.777 1.445 -0.0351 0.0515 0.5156
C 0.139 -1.192 0.901 0.0887 -0.1212 -1.0683
N 0.630 -0.692 -0.508 0.0713 0.3874 1.0435
C -0.071 -0.226 -1.478 -0.3801 -0.1965 -0.4379
O 0.331 0.068 -2.642 0.1779 0.2095 0.1791
C -1.288 -0.892 1.224 0.1462 -0.2778 -0.0736
C -1.408 0.533 1.734 0.4436 1.5376 -0.1911
H 1.648 -0.675 -0.512 0.0404 -0.2092 -0.4017
H -1.160 -0.099 -1.385 -0.0457 -0.0609 0.0480
H -1.540 -1.669 1.930 -0.3369 -0.0297 0.4400
H -1.897 -1.083 0.336 -0.0311 0.1006 0.0579
H -0.841 1.202 1.065 -0.1089 -0.1186 0.1110
H -2.391 1.002 1.780 -0.2631 -0.7291 -0.1911
H -0.976 0.719 2.714 0.1562 -0.5034 0.0996
H 2.263 2.295 -2.451 0.0302 -0.4951 -0.1737
H 2.687 0.780 -2.148 -0.0882 0.1421 -0.6735
O 2.882 1.705 -2.003 0.1346 0.3127 0.7162
```
Positions in Å, forces in eV/Å.

⟨S²⟩: 0.755
spin multiplicity: 2
total charge: +1
total energy: -437.919240 Ha

natural (NBO) atomic charge list, values in e, 6 entries:
1. O -0.405
2. C 0.758
3. N -0.589
4. C 0.461
5. O -0.046
6. C -0.526